# C6H5As3CuF26O4Pt2

A structure of composition C6H5As3CuF26O4Pt2 (the ωB97M-V functional and the def2-TZVPD basis, the Open Molecules 2025 dataset).

## Properties
- HOMO-LUMO gap (alpha / beta) (eV) = 3.216 / 1.193
- total charge = +1
- multiplicity = 5
- <S²> = 6.07

```
47
Properties=species:S:1:pos:R:3:mulliken_spin:R:1
Pt 7.00453 -6.56018 15.18924 0.999
Pt 3.12406 -12.20819 13.39143 0.999
As -3.10358 -10.14152 12.00846 0.000
As 12.42653 -5.81719 11.41688 -0.050
As 6.19890 -14.27748 7.89405 0.000
Cu 1.24319 -9.54619 6.48856 0.000
F -4.51949 -9.29468 11.36411 0.000
F 12.77782 -4.25761 12.16675 0.245
F 5.09887 -13.20327 6.98435 0.000
F 7.08976 -14.60356 6.36324 0.000
F -2.28141 -8.59813 12.60410 0.000
F 13.98150 -5.64038 10.53501 0.241
F 11.57019 -5.05762 10.00028 0.204
F 5.21657 -14.15480 9.39279 0.000
F -2.44388 -5.70100 1.18400 0.000
F -2.34951 -9.87313 10.32782 0.000
F -3.72368 -11.62949 11.31816 0.000
F -0.02304 -4.13384 1.03087 0.000
F 12.10815 -7.44509 10.73449 0.212
F -0.23386 -5.38056 2.69927 0.000
F 7.02428 -12.73764 8.26792 0.000
F 13.24455 -6.57828 12.80129 0.120
F 1.06895 -0.68484 3.60375 0.000
F -0.22116 -2.64167 6.40610 0.000
F -2.65048 -3.60890 0.69400 0.000
F 10.84335 -5.85308 12.22570 0.029
F -1.29714 -1.33497 5.07892 0.000
F 5.20860 -15.72638 7.48372 0.000
F -1.64834 -11.11462 12.49146 0.000
F -3.80699 -10.48869 13.59677 0.000
F 7.48850 -15.11574 8.74201 0.000
F 2.07399 -1.78958 5.10990 0.000
O -0.58183 -3.07449 2.96932 0.000
O 3.50940 -8.47339 10.39316 0.711
O 3.28920 -6.57157 9.25352 0.007
O 4.54560 -6.65790 11.07282 0.357
C 3.85256 -7.26000 10.21811 -0.075
C -2.28377 -4.46427 1.63820 0.000
C -0.80897 -4.27479 2.10005 0.000
C 0.93669 -1.71243 4.47208 0.000
C -0.09280 -1.56772 5.59636 0.000
C 0.70668 -2.95827 3.60989 0.000
H 0.70754 -3.78568 4.31945 0.000
H 0.11843 -0.69902 6.21993 0.000
H 3.84144 -5.81242 9.45431 0.000
H 1.53420 -3.03781 2.90492 0.000
H -2.99424 -4.25184 2.43708 0.000
```

---

# C2H9N

A cluster of 2 separate species, C2H9N in total (the ωB97M-V functional and the def2-TZVPD basis, the Open Molecules 2025 dataset).

## Properties
- energy relative to the best compared isomer or geometry (same formula, charge and spin) (kcal per mole) = 9.1
- structure (SMILES) = CN.C
- HOMO-LUMO gap (eV) = 10.429
- total charge = 0
- multiplicity = 1

```
12
Properties=species:S:1:pos:R:3:lowdin_charge:R:1
N -1.94902 -0.33887 -0.41339 -0.067
C -0.98902 0.75019 -0.18344 -0.207
C 2.61764 -0.37357 0.44979 -0.045
H -1.48630 -1.21771 -0.24383 0.047
H 2.62452 -0.75299 -0.56982 0.019
H -0.22611 0.65305 -0.94372 0.058
H 3.60805 0.00922 0.67665 0.014
H 1.93979 0.46775 0.54730 -0.005
H -1.55903 1.66224 -0.34712 0.067
H 2.32470 -1.18054 1.11452 0.018
H -2.73775 -0.23179 0.20455 0.048
H -0.46633 0.83325 0.77022 0.053
```

---

# C22H21AgBrF3N4O11S2

A structure of composition C22H21AgBrF3N4O11S2 (the ωB97M-V functional and the def2-TZVPD basis, the Open Molecules 2025 dataset).

## Properties
- energy relative to the best compared isomer or geometry (same formula, charge and spin) (kcal per mole) = 0.0
- HOMO-LUMO gap (eV) = 7.124
- total charge = -2
- multiplicity = 1

```
65
Properties=species:S:1:pos:R:3:lowdin_charge:R:1
Ag -1.80866 0.08627 2.14269 0.767
Br -3.50438 -7.68426 -0.71053 0.639
S -0.54303 -1.98864 5.09809 0.456
S 2.89896 1.87626 -2.86881 0.660
F -0.19068 -3.54939 2.93623 0.104
F -1.12544 -4.54888 4.56124 0.105
F 1.02340 -4.05500 4.64298 0.089
O -1.60752 -1.38647 4.27634 -0.395
O 2.07633 -1.77376 -3.26555 0.045
O -2.41888 4.31124 3.31373 -0.035
O 3.33529 0.93426 -1.86358 -0.302
O 2.64083 -2.77278 -1.41653 0.051
O 0.75280 -1.31846 4.97944 -0.348
O -2.63314 2.13229 2.82585 -0.119
O 3.32158 1.80148 -4.26377 -0.331
O -3.15358 -0.81043 -0.08774 -0.082
O -2.67352 -1.04464 -2.27412 -0.059
O -0.94196 -2.27026 6.44687 -0.324
N 0.30554 -0.13663 -1.82953 0.060
N -0.34094 -0.52255 0.24678 0.104
N 0.09706 2.04462 2.21257 0.085
N 1.91703 -1.99603 -2.06764 -0.324
C -3.41443 -5.77001 -0.85758 -0.678
C -3.00144 -1.48559 -1.12970 -0.645
C 0.30857 4.32761 2.64266 -0.024
C -3.28911 -3.64849 0.22002 -0.026
C -0.20499 -3.61838 4.27149 -0.657
C -1.97300 3.21137 2.96116 -0.637
C 1.11282 1.97966 -2.82956 -0.218
C 0.51481 -1.48244 -0.12728 -0.023
C -1.34550 1.48528 -0.81592 0.008
C 3.34686 3.49863 -2.22523 -0.304
C -3.35191 -5.01795 0.31655 -0.137
C -3.36966 -5.15301 -2.11041 -0.139
C -0.44242 0.32306 -0.79900 -0.318
C -3.24278 -2.99721 -1.01257 -0.118
C 1.65557 4.25263 2.37677 -0.095
C 1.36499 1.97275 1.86925 -0.150
C 4.78567 3.85338 -2.56728 -0.128
C -3.28092 -3.77393 -2.17603 -0.034
C -0.46445 3.17625 2.56822 -0.200
C 0.38953 0.65317 -3.04304 -0.118
C 2.21095 3.05396 1.96361 -0.090
C 0.92785 -1.27138 -1.40374 -0.181
H 3.29514 2.92122 1.83971 0.104
H -0.61536 0.83757 -3.33080 0.119
H -0.26010 5.25678 2.91156 0.125
H 1.76081 0.99570 1.55876 0.114
H -1.22905 1.93206 0.17207 0.063
H 0.88061 2.37564 -1.88622 0.069
H 0.81307 -2.36594 0.41296 0.128
H 2.64782 4.27751 -2.53008 0.102
H -3.21909 -3.01344 1.13148 0.130
H -3.44643 -5.77641 -3.00075 0.091
H 5.02825 4.77129 -2.03543 0.070
H 3.22748 3.35576 -1.14737 0.089
H 2.27218 5.12116 2.46698 0.086
H -3.20772 -3.26923 -3.12989 0.106
H -3.35225 -5.49862 1.28653 0.097
H 0.90372 2.73982 -3.62714 0.129
H -2.33402 1.04619 -0.88671 0.074
H 0.92625 0.05859 -3.80517 0.128
H -1.17313 2.24490 -1.58795 0.084
H 5.50752 3.06834 -2.29268 0.085
H 4.91022 4.02353 -3.64726 0.075
```

---

# C4H5NO

An isolated molecule of C4H5NO (the ωB97M-V functional and the def2-TZVPD basis, the Open Molecules 2025 dataset).

## Properties
- energy relative to the best compared isomer or geometry (same formula, charge and spin) (kcal per mole) = 94.0
- structure (SMILES) = C=C=C(C)N=O
- HOMO-LUMO gap (eV) = 8.640
- total charge = 0
- multiplicity = 1

```
11
Properties=species:S:1:pos:R:3:lowdin_charge:R:1
O 1.12640 -2.12303 -0.01084 -0.007
N -0.01920 -1.79519 0.15402 -0.007
C -1.74141 -0.00902 0.25573 -0.058
C 0.73546 0.44430 -0.13768 -0.037
C 1.87493 1.03692 -0.34590 0.044
C -0.28936 -0.34952 0.07305 -0.305
H -1.89476 0.75780 1.02012 0.078
H -2.26409 -0.91890 0.56750 0.072
H 2.50326 1.35309 0.48319 0.071
H 2.23785 1.21411 -1.35542 0.071
H -2.19897 0.34101 -0.67527 0.078
```

---

# C4H8IN2

The ion C4H8IN2 with charge +1 (the ωB97M-V functional and the def2-TZVPD basis, the Open Molecules 2025 dataset).

## Properties
- energy relative to the best compared isomer or geometry (same formula, charge and spin) (kcal per mole) = 58.4
- structure (SMILES) = C/C=N\C=[N+](\C)I
- HOMO-LUMO gap (eV) = 9.041
- total charge = +1
- multiplicity = 1

```
15
Properties=species:S:1:pos:R:3:lowdin_charge:R:1
I -2.33417 -0.60005 0.29652 1.020
N 0.86073 -0.30751 0.90273 0.110
N -1.02559 0.94831 0.11613 -0.578
C 1.27699 -1.47304 0.70356 -0.127
C 1.43184 -2.09955 -0.58447 -0.023
C 0.25573 0.77860 0.61368 -0.194
C -1.67424 2.20215 -0.30741 -0.175
H 2.47578 -2.10584 -0.75879 0.093
H 0.91386 1.75418 0.80076 0.206
H -1.75423 2.11454 -1.37731 0.069
H 1.25585 -2.13877 1.53313 0.139
H 0.94276 -1.53610 -1.38846 0.103
H -2.66927 2.41198 0.17719 0.088
H -1.01888 3.20458 -0.23601 0.143
H 1.06283 -3.15349 -0.49126 0.127
```

---

no.,F_max (eV Å⁻¹)
1,4.0
2,0.9
3,2.6
4,0.6
5,3.5